[1]
{
  "formula": "C25H20BrCdCl4N3O5",
  "method": "the ωB97M-V functional and the def2-TZVPD basis",
  "de_lowest_ev": 0.070,
  "homo_lumo_gap_ev": 7.41,
  "energy_ev": -165655.61298,
  "species": ["Cd", "Cl", "C", "C", "C", "Cl", "C", "C", "C", "C", "N", "C", "C", "O", "H", "H", "H", "H", "Cl", "C", "C", "C", "Cl", "C", "O", "C", "C", "O", "C", "H", "H", "H", "Br", "C", "C", "C", "C", "C", "C", "C", "O", "O", "H", "H", "H", "H", "N", "C", "C", "N", "H", "H", "H", "H", "H", "H", "H", "H", "H"],
  "coordinates": [[0.2954, 0.5077, 0.3062], [-1.8542, -2.4420, 4.0794], [-1.0240, -0.8175, 4.3134], [-1.0616, -0.2914, 5.5734], [-0.3375, 0.8832, 5.7656], [-0.3596, 1.6971, 7.3195], [0.4499, 1.4520, 4.7605], [1.3179, 2.5501, 4.8742], [1.8913, 3.0556, 3.7601], [1.7698, 2.4074, 2.4976], [1.0817, 1.3623, 2.3461], [0.3778, 0.8629, 3.4497], [-0.4019, -0.3105, 3.2021], [-0.5730, -0.8291, 2.0108], [-1.5977, -0.8049, 6.4037], [1.5148, 3.1588, 5.7424], [2.4934, 3.9265, 3.7708], [2.2791, 2.7396, 1.6015], [-2.4256, 5.0413, -4.9606], [-1.9064, 4.2561, -3.4995], [-2.9169, 3.9923, -2.5900], [-2.6314, 3.3023, -1.4158], [-3.8691, 2.9627, -0.1866], [-1.3197, 2.8468, -1.0380], [-1.1672, 2.0396, -0.0451], [-0.2624, 3.3077, -1.8758], [1.1303, 3.0389, -1.6319], [1.6246, 2.4253, -0.7007], [-0.5520, 3.9246, -3.1062], [-3.9609, 4.1687, -2.8456], [1.7798, 3.4837, -2.4203], [0.2917, 4.3364, -3.7117], [5.6140, -3.9624, -2.7475], [4.0253, -3.1843, -3.3299], [3.5908, -3.3919, -4.6273], [2.4545, -2.6800, -4.9750], [1.7004, -1.9568, -4.0832], [2.0857, -1.8290, -2.7360], [3.2799, -2.4148, -2.3809], [1.2590, -1.0531, -1.7658], [0.4306, -0.1965, -2.2110], [1.3769, -1.2849, -0.4772], [4.2369, -3.8118, -5.3793], [2.0520, -2.7848, -6.0296], [0.9576, -1.2687, -4.5019], [3.6130, -2.2893, -1.3469], [-3.5441, -3.4654, 0.7308], [-2.9075, -2.2549, 0.2918], [-1.5133, -2.5454, -0.2747], [-0.5555, -2.9600, 0.7622], [-4.2127, -3.3302, 1.5028], [-0.8578, -3.8633, 1.0985], [-3.9503, -4.1019, 0.0239], [-2.8357, -1.5278, 1.0965], [-3.3846, -1.7077, -0.5780], [-1.1334, -1.6718, -0.7472], [-1.6806, -3.3475, -0.9978], [0.3583, -3.0778, 0.3116], [-0.5357, -2.2721, 1.6217]],
  "forces_ev_per_angstrom": [[0.2, 0.3, -0.1], [0.5, 1.3, 0.2], [-1.2, -2.8, -0.4], [0.5, 1.0, 1.5], [-0.4, -0.4, 1.0], [-0.1, -0.3, -0.2], [-0.3, -1.1, -1.4], [0.2, 1.4, -0.3], [0.3, -0.6, -1.1], [1.3, 1.8, 0.4], [-2.3, -2.5, 0.9], [0.5, 0.1, -0.4], [-0.2, 0.6, -0.4], [0.6, 0.6, 0.3], [0.5, 0.7, -0.8], [-0.4, -0.5, 0.6], [0.5, 0.7, 0.3], [0.1, 0.4, 0.1], [0.7, 0.0, -0.1], [2.2, -0.6, 1.2], [-0.4, -1.3, 1.0], [0.1, 0.1, 0.8], [0.3, 0.2, -1.0], [-0.4, -0.5, -0.1], [-0.1, 0.6, -0.2], [-0.7, -0.2, -0.8], [0.1, 0.3, -0.4], [0.2, -0.4, 0.3], [-1.5, 2.0, -1.3], [0.3, 0.3, 0.2], [0.1, -0.2, 0.3], [-0.8, -0.7, 0.4], [0.7, -0.3, 0.2], [-1.0, 0.6, 1.0], [0.4, 1.3, 0.7], [-1.3, -0.8, -2.0], [-0.1, 1.4, 0.0], [0.1, -0.4, -0.9], [0.6, -1.0, 0.0], [-1.5, 1.4, 0.7], [1.4, -1.4, 1.0], [0.2, 0.2, -1.8], [-0.1, -0.5, 0.0], [0.7, 0.4, 1.3], [-0.2, -0.7, 0.5], [0.1, -0.2, -0.4], [-0.8, -0.9, 0.7], [0.2, 0.9, -1.6], [-1.4, -0.1, 0.5], [0.1, -1.2, 0.2], [0.6, -0.1, -0.8], [-0.1, -0.4, 0.3], [0.4, 1.0, 0.5], [0.0, -0.1, 0.2], [-0.1, -0.6, 0.9], [0.4, 0.6, -0.6], [0.6, 0.0, -0.1], [0.1, 0.4, 0.5], [0.1, 0.3, -1.1]]
}

=====

[2]
{
  "formula": "C25H20CdCl3NO3Si",
  "method": "the ωB97M-V functional and the def2-TZVPD basis",
  "de_lowest_ev": 0.000,
  "charge": -2,
  "homo_lumo_gap_ev": 4.93,
  "energy_ev": -83893.61255,
  "species": ["Cd", "C", "O", "C", "C", "C", "C", "C", "C", "O", "C", "O", "C", "H", "H", "H", "H", "H", "H", "H", "H", "H", "Cl", "Si", "Cl", "Cl", "C", "C", "C", "C", "C", "C", "C", "C", "H", "H", "H", "H", "H", "C", "C", "C", "C", "C", "C", "C", "C", "N", "H", "H", "H", "H", "H", "H"],
  "coordinates": [[-0.5205, -0.7847, -0.8278], [6.0781, 1.3228, -3.2377], [5.7932, -0.0039, -3.7294], [4.7619, -0.6479, -3.0895], [5.0500, -1.9353, -2.5670], [4.0414, -2.6994, -2.0699], [2.6993, -2.2533, -1.9520], [1.7613, -3.0676, -1.1904], [2.1108, -4.5282, -0.9786], [0.7131, -2.6254, -0.7147], [2.3729, -0.8928, -2.3738], [1.3114, -0.2633, -2.1023], [3.4487, -0.1993, -3.0267], [7.0357, 1.5625, -3.6075], [6.1145, 1.2503, -2.1024], [5.4003, 2.1054, -3.6156], [6.0762, -2.2264, -2.3857], [4.3250, -3.6487, -1.5747], [2.8401, -4.7161, -0.1387], [2.5571, -5.0008, -1.8864], [1.1876, -5.0783, -0.7799], [3.1347, 0.6894, -3.5156], [-0.3735, -2.9586, -3.9858], [-1.5850, -2.6121, -2.3514], [-1.7741, -4.5011, -1.4417], [-3.4473, -2.0251, -3.1763], [-1.1312, -0.2022, 1.1267], [-1.5914, 0.2749, 2.1914], [-2.1782, 0.3727, 3.4662], [-2.6992, -0.8530, 4.0207], [-3.4426, -0.8649, 5.2332], [-3.6256, 0.3075, 5.8974], [-2.9907, 1.4302, 5.4465], [-2.2502, 1.4905, 4.2945], [-2.5627, -1.7990, 3.4502], [-3.8540, -1.8351, 5.5894], [-4.2674, 0.3604, 6.7796], [-3.0322, 2.3490, 6.0102], [-1.8428, 2.4115, 3.9237], [-2.1932, 0.9189, -1.6941], [-2.3876, 1.9713, -0.8219], [-3.3755, 1.9170, 0.1822], [-3.4073, 2.9172, 1.1748], [-2.3957, 3.8894, 1.2446], [-1.4413, 3.9857, 0.1865], [-1.5069, 3.1206, -0.8659], [-2.2582, 4.8157, 2.3259], [-2.1403, 5.5720, 3.1927], [-1.6423, 1.1102, -2.5854], [-2.9920, 0.1605, -1.8511], [-4.0960, 1.1400, 0.1462], [-4.2166, 2.8027, 1.8451], [-0.5843, 4.6766, 0.3454], [-1.0073, 3.2981, -1.8329]],
  "forces_ev_per_angstrom": [[-1.1, 1.0, -0.4], [-1.0, -1.0, 1.3], [0.0, 1.0, 0.2], [-1.7, -1.0, 0.1], [0.7, 0.6, 0.1], [-0.6, -0.5, 0.9], [0.0, 0.3, 0.0], [0.5, 0.4, -0.3], [0.4, -1.2, 0.0], [1.3, -1.4, 0.4], [0.7, -0.6, 1.2], [0.0, -0.1, -0.5], [1.1, -0.3, -0.5], [1.3, 0.2, -0.4], [-0.2, 0.5, -1.3], [-0.2, -0.5, 0.4], [0.1, -0.1, -0.4], [-0.3, 0.6, -0.5], [-0.8, 0.4, -0.7], [-0.3, 0.5, 0.6], [0.1, 0.2, 0.2], [0.0, 0.9, -0.2], [0.4, -0.5, -1.0], [-0.1, 1.4, 1.1], [-0.4, -0.7, -0.2], [-0.4, -0.6, -0.4], [-0.7, 1.3, 3.1], [1.6, -1.5, -3.1], [-0.6, -1.9, 1.4], [-0.5, 0.0, 0.2], [0.8, -1.8, -2.0], [-0.7, 0.2, 1.3], [0.4, 1.5, 0.4], [-0.2, -0.3, -1.1], [-0.1, 0.9, 0.4], [0.2, 0.9, -0.3], [0.3, 0.0, -0.1], [-0.3, 0.1, 0.2], [0.2, 0.4, 0.1], [-1.1, -1.0, -0.7], [0.6, 0.1, -0.3], [0.6, 2.6, 1.2], [0.5, -1.7, -1.9], [0.4, 0.5, 0.3], [0.4, -0.1, 0.6], [-0.5, 0.0, -0.5], [-0.4, -0.5, -0.4], [0.1, 0.2, 0.2], [0.6, 0.2, -0.7], [0.6, 0.7, 0.4], [-0.6, -0.6, 0.2], [-0.5, 0.4, 1.1], [-0.9, -0.2, -0.6], [0.4, -0.3, 0.8]]
}

=====

[3]
{
  "formula": "C25H20F3NO4S",
  "method": "the ωB97M-V functional and the def2-TZVPD basis",
  "homo_lumo_gap_ev": 8.31,
  "energy_ev": -54916.72733,
  "smiles": "COc1cc(/C=C/C(=O)N2c3ccccc3Sc3ccc(C(F)(F)F)cc32)cc(OC)c1OC",
  "species": ["C", "O", "C", "C", "C", "C", "C", "C", "O", "N", "C", "C", "C", "C", "C", "C", "S", "C", "C", "C", "C", "C", "F", "F", "F", "C", "C", "C", "C", "O", "C", "C", "O", "C", "H", "H", "H", "H", "H", "H", "H", "H", "H", "H", "H", "H", "H", "H", "H", "H", "H", "H", "H", "H"],
  "coordinates": [[2.6213, 0.7958, -5.7158], [1.9759, 1.2637, -4.5517], [1.2876, 0.4383, -3.7209], [0.7987, 1.0847, -2.5870], [0.0486, 0.4129, -1.6372], [-0.4316, 1.0463, -0.4210], [0.1720, 2.0650, 0.1968], [-0.2981, 2.7311, 1.4266], [-0.2918, 3.9378, 1.5375], [-0.7817, 1.9132, 2.4401], [-1.4800, 2.4805, 3.5373], [-0.9890, 3.5946, 4.2051], [-1.7110, 4.1552, 5.2443], [-2.9133, 3.5979, 5.6449], [-3.3906, 2.4640, 5.0135], [-2.6760, 1.9109, 3.9633], [-3.3056, 0.4471, 3.1791], [-1.7666, -0.2888, 2.7402], [-1.6722, -1.6735, 2.6664], [-0.4873, -2.2687, 2.2868], [0.6239, -1.4707, 2.0308], [1.8987, -2.1412, 1.6131], [2.3428, -3.0198, 2.5304], [2.9035, -1.2915, 1.3800], [1.7329, -2.8544, 0.4783], [0.5494, -0.0911, 2.1303], [-0.6652, 0.5153, 2.4348], [-0.2343, -0.9392, -1.8354], [0.2544, -1.6095, -2.9426], [-0.0009, -2.9273, -3.1932], [-0.6549, -3.6881, -2.2066], [1.0389, -0.9314, -3.9012], [1.5202, -1.5525, -5.0282], [2.0984, -2.8377, -4.9017], [3.0491, 1.6878, -6.1742], [1.9204, 0.3265, -6.4077], [3.4233, 0.0929, -5.4783], [1.0102, 2.1366, -2.4905], [-1.3157, 0.5943, 0.0116], [1.0270, 2.5485, -0.2542], [-0.0571, 4.0324, 3.8897], [-1.3277, 5.0321, 5.7423], [-3.4774, 4.0377, 6.4526], [-4.3186, 2.0053, 5.3180], [-2.5426, -2.2701, 2.8887], [-0.4140, -3.3415, 2.2009], [1.4167, 0.5184, 1.9323], [-0.8290, -1.4580, -1.1009], [-0.6775, -4.7059, -2.5938], [-1.6810, -3.3428, -2.0451], [-0.1054, -3.6709, -1.2609], [2.6560, -2.9353, -3.9673], [2.7830, -2.9330, -5.7457], [1.3433, -3.6238, -4.9544]],
  "forces_ev_per_angstrom": [[0.2, 0.0, -0.4], [-0.2, -0.1, 0.3], [0.0, -0.1, 0.2], [-0.1, -0.1, 0.0], [0.2, -0.2, -0.7], [0.1, 0.5, 0.4], [-0.1, -0.1, -0.6], [-0.3, 0.1, -0.1], [0.1, 0.0, -0.1], [-0.3, 0.2, 0.2], [-0.2, 0.3, 0.4], [0.0, 0.0, 0.1], [0.0, 0.0, 0.0], [-0.1, 0.0, 0.0], [0.1, 0.1, 0.0], [0.0, -0.3, -0.2], [0.1, 0.2, -0.1], [0.1, 0.3, 0.0], [0.1, 0.0, -0.1], [0.0, 0.1, -0.1], [0.1, 0.2, 0.0], [0.2, -0.2, -0.1], [-0.1, 0.0, 0.2], [0.0, 0.3, 0.0], [-0.2, 0.0, -0.1], [0.0, -0.4, 0.2], [0.1, -0.9, 0.2], [0.0, 0.0, 0.1], [0.0, 0.1, -0.1], [0.2, 0.4, -0.3], [-0.1, -0.1, 0.2], [0.1, -0.1, -0.1], [-0.5, 0.3, 0.2], [0.2, -0.4, -0.1], [0.0, -0.1, 0.0], [0.1, 0.1, 0.0], [-0.1, 0.0, 0.0], [0.0, 0.2, 0.0], [0.0, 0.0, 0.1], [0.1, 0.0, 0.0], [0.0, 0.0, 0.0], [0.0, 0.1, 0.0], [0.0, 0.0, 0.1], [-0.1, -0.1, 0.1], [-0.1, -0.1, 0.1], [0.0, -0.1, 0.0], [0.1, 0.0, 0.0], [-0.1, -0.1, 0.1], [0.0, 0.0, 0.1], [0.0, 0.0, 0.0], [0.0, 0.0, 0.0], [0.0, 0.0, 0.0], [0.0, 0.0, 0.1], [0.1, 0.1, 0.0]]
}

=====

[4]
{
  "formula": "C25H20I2KN4O",
  "method": "the ωB97M-V functional and the def2-TZVPD basis",
  "de_lowest_ev": 1.449,
  "charge": -1,
  "homo_lumo_gap_ev": 6.06,
  "energy_ev": -66783.27419,
  "species": ["K", "I", "C", "C", "C", "I", "C", "O", "C", "C", "N", "C", "C", "C", "C", "C", "C", "N", "C", "H", "H", "H", "H", "H", "H", "H", "H", "H", "H", "H", "C", "C", "C", "C", "C", "C", "N", "N", "C", "C", "C", "C", "C", "C", "H", "H", "H", "H", "H", "H", "H", "H", "H"],
  "coordinates": [[-0.8259, -0.0918, -0.5371], [-4.4653, -4.0553, 5.7788], [-3.5587, -3.1617, 4.0888], [-3.8694, -3.6468, 2.8294], [-3.2566, -3.0612, 1.7419], [-3.7054, -3.7307, -0.2044], [-2.3162, -1.9983, 1.8288], [-1.7418, -1.5006, 0.8007], [-2.0739, -1.5172, 3.1524], [-1.2211, -0.2882, 3.3048], [0.1171, -0.4298, 2.7354], [0.8089, 0.8472, 2.7309], [2.0688, 0.8376, 1.9130], [3.2510, 1.3787, 2.4114], [4.3571, 1.4572, 1.5834], [4.2584, 0.9853, 0.2843], [3.0485, 0.4446, -0.1207], [1.9805, 0.3706, 0.6676], [-2.6779, -2.1028, 4.2487], [-4.5685, -4.4611, 2.7031], [-1.1138, -0.0485, 4.3674], [-1.7546, 0.5564, 2.8300], [0.0070, -0.7470, 1.7778], [1.0432, 1.1203, 3.7641], [0.1821, 1.6564, 2.3095], [3.2940, 1.7377, 3.4311], [5.2832, 1.8870, 1.9455], [5.0950, 1.0383, -0.3988], [2.9249, 0.0611, -1.1275], [-2.4628, -1.7153, 5.2376], [3.7257, -0.6663, -4.8399], [3.1023, -1.5421, -3.9593], [1.9330, -1.1717, -3.3214], [1.3816, 0.0960, -3.5268], [2.0113, 0.9714, -4.4149], [3.1698, 0.5862, -5.0663], [0.1910, 0.4030, -2.8665], [0.0518, 1.6005, -2.5092], [-1.1882, 1.9284, -1.9825], [-2.3559, 1.3619, -2.5437], [-3.5631, 1.4507, -1.8853], [-3.6446, 2.1578, -0.6875], [-2.5187, 2.8418, -0.2298], [-1.2501, 2.6866, -0.7905], [4.6308, -0.9632, -5.3543], [3.5278, -2.5198, -3.7706], [1.4259, -1.8471, -2.6419], [1.5717, 1.9466, -4.5782], [3.6451, 1.2706, -5.7585], [-2.3029, 0.9275, -3.5400], [-4.4464, 0.9964, -2.3178], [-4.5782, 2.1757, -0.1335], [-2.6275, 3.4869, 0.6409]],
  "forces_ev_per_angstrom": [[0.9, 0.4, -0.3], [0.1, 0.2, -0.2], [-0.3, -0.3, 0.3], [0.1, 0.1, 0.1], [0.1, 0.0, -0.4], [0.0, 0.0, 0.2], [-0.2, -0.3, 0.0], [-1.0, -1.3, 1.7], [0.0, 0.1, -0.1], [0.0, 0.0, 0.0], [0.1, 0.0, -0.1], [-0.1, 0.0, 0.0], [0.1, 0.1, 0.1], [0.0, 0.0, -0.1], [0.0, 0.0, 0.0], [0.0, 0.0, 0.0], [0.0, 0.0, 0.0], [-0.2, -0.1, -0.1], [0.1, 0.1, 0.0], [0.0, 0.0, 0.0], [0.0, 0.0, 0.0], [0.0, 0.0, 0.0], [0.0, -0.2, 0.2], [0.0, 0.1, 0.0], [0.0, 0.0, 0.1], [0.0, 0.0, 0.0], [0.0, 0.0, 0.0], [0.0, 0.0, 0.0], [0.0, 0.0, 0.0], [0.0, 0.0, 0.0], [0.0, 0.0, 0.0], [0.1, 0.0, 0.0], [-0.3, 0.2, 0.1], [1.1, -0.1, -0.5], [-0.2, 0.0, 0.2], [0.1, 0.0, 0.0], [-1.0, 0.6, 0.1], [1.4, -0.2, -1.0], [-2.1, 0.8, 0.8], [0.4, 0.1, -0.7], [-0.1, -0.1, -0.1], [0.2, 0.1, 0.1], [-0.3, -0.4, 0.1], [1.1, 0.6, -0.5], [0.0, 0.0, 0.0], [0.0, 0.0, 0.0], [0.0, 0.0, 0.0], [0.0, 0.0, 0.0], [0.0, 0.0, 0.0], [-0.1, -0.2, 0.1], [0.0, 0.0, 0.0], [0.0, 0.1, -0.1], [0.0, -0.1, 0.1]]
}

=====

| no. | E_HOMO (eV) |
| --- | --- |
| 1 | -7.621 |
| 2 | -0.642 |
| 3 | -8.104 |
| 4 | -3.861 |